<1>
DFT (ωB97M-V/def2-TZVPD) results for the ion C5H11N4 with charge +1.

Properties
net charge: +1
gap between HOMO and LUMO: 0.3073 Eh

Each line ends with the natural charge from an NBO analysis.
Positions of all 20 atoms, in Å:
N  -1.12224  3.11595  0.66243  -0.855
C  -0.12891  2.01293  0.35246  -0.239
C  -0.82329  0.98180  -0.68774  -0.429
C  -1.08304  -0.48800  -0.09219  -0.475
C  0.20994  -1.41869  -0.01480  0.480
N  0.96756  -1.78426  1.17185  -0.331
N  1.99063  -2.62352  0.82643  -0.182
C  1.92132  -2.84916  -0.58824  0.175
N  0.80588  -2.09237  -1.16328  -0.535
H  -1.40127  3.07221  1.65225  0.371
H  -0.71256  4.03955  0.43421  0.381
H  0.24694  1.51203  1.31527  0.179
H  0.73569  2.54768  -0.20292  0.214
H  -0.26977  0.98537  -1.70086  0.220
H  -1.86443  1.43602  -0.91752  0.268
H  -1.51763  -0.37338  0.95746  0.258
H  -1.82643  -1.02969  -0.79666  0.267
H  0.78046  -1.48832  2.14809  0.472
H  2.60829  -3.51771  -1.20616  0.281
H  0.48286  -2.03842  -2.15007  0.481

<2>
DFT (ωB97M-V/def2-TZVPD) results for the ion C5H11N4 with charge +1.

Properties
net charge: +1
gap between HOMO and LUMO (spin up / spin down): 0.3093 / 0.3093 Eh

Each line ends with the natural charge from an NBO analysis.
Positions of all 20 atoms, in Å:
C  2.83085  -0.42133  -0.73062  -0.327
C  2.05572  -0.30157  0.33576  -0.208
C  1.30870  0.98381  0.58644  -0.287
N  -0.11351  0.71484  0.41374  -0.132
N  -0.78567  1.30178  -0.48636  -0.014
N  -2.09580  1.14886  -0.70143  -0.185
N  -2.74498  0.38200  0.20845  -0.269
C  -2.04877  -0.62452  0.72484  0.173
C  -1.22379  -1.61413  0.08480  -0.720
H  3.49604  -1.25664  -0.84863  0.228
H  3.02676  0.40144  -1.38217  0.200
H  1.66495  -1.10342  0.94780  0.215
H  1.55564  1.79207  -0.16440  0.181
H  1.45810  1.45926  1.58906  0.262
H  -0.37042  2.15059  -0.97246  0.406
H  -2.50833  1.85368  -1.33176  0.445
H  -2.51897  -1.01914  1.65624  0.230
H  -1.84495  -2.52056  0.36421  0.285
H  -0.81388  -1.44567  -0.98735  0.251
H  -0.32773  -1.88136  0.69380  0.264

Which structure is the least stable? The one labeled <2>.

<1>
DFT (ωB97M-V/def2-TZVPD) results for an isolated molecule of C7H8N2.

Properties
gap between HOMO and LUMO: 0.2998 Eh

Each line ends with the natural charge from an NBO analysis.
Positions of all 17 atoms, in Å:
C  0.93871  1.81095  -1.53620  -0.655
C  0.52014  0.88683  -0.42392  -0.065
C  -0.68918  1.09439  0.03112  -0.289
C  -1.29205  0.31882  1.16046  -0.131
C  -0.92921  -0.99505  1.45078  -0.112
N  0.07474  -1.51637  0.67330  -0.352
C  0.64220  -2.57214  1.04322  -0.013
C  0.05272  -3.34412  2.13394  0.204
N  -0.50338  -3.85135  3.01438  -0.292
H  1.11968  2.80530  -1.19247  0.218
H  0.15482  1.71632  -2.19935  0.218
H  1.80299  1.36316  -1.82016  0.210
H  1.25035  0.19384  -0.02780  0.214
H  -1.06413  1.95712  -0.36672  0.204
H  -2.10263  0.64132  1.82772  0.216
H  -1.43153  -1.56850  2.27985  0.209
H  1.43841  -2.99918  0.40836  0.215

<2>
DFT (ωB97M-V/def2-TZVPD) results for an isolated molecule of C7H8N2.

Properties
gap between HOMO and LUMO: 0.3448 Eh

Each line ends with the natural charge from an NBO analysis.
Positions of all 17 atoms, in Å:
N  -2.74168  -1.26334  -0.79900  -0.344
C  -1.94546  -0.60239  -0.22513  0.268
C  -1.10763  0.21523  0.41648  -0.293
C  0.00683  -0.62543  1.19650  -0.375
C  0.71857  -1.11476  -0.05978  -0.110
C  1.98971  -0.34837  -0.60582  -0.234
N  0.68624  -0.08441  -1.13274  -0.381
C  0.04117  0.92851  -0.35640  0.038
C  -1.19236  1.52277  -0.23993  -0.347
H  0.55825  0.29532  1.64495  0.222
H  -0.37994  -1.46779  1.93565  0.256
H  0.64296  -2.07843  -0.45638  0.224
H  2.65602  -0.87116  -1.19868  0.211
H  2.40900  0.24469  0.23304  0.188
H  0.78245  1.26963  0.46882  0.177
H  -1.91476  1.54667  -1.16189  0.272
H  -1.20937  2.43326  0.34032  0.226

<3>
DFT (ωB97M-V/def2-TZVPD) results for an isolated molecule of C7H8N2.

Properties
gap between HOMO and LUMO (spin up / spin down): 0.3113 / 0.3113 Eh

Each line ends with the natural charge from an NBO analysis.
Positions of all 17 atoms, in Å:
C  0.19418  -2.91898  -0.43893  -0.141
C  0.25025  -1.56719  -0.36846  -0.030
C  -0.82486  -0.77119  0.25794  -0.440
C  -0.71395  0.76042  -0.07053  -0.394
C  0.86382  1.19662  0.04203  -0.445
C  1.83908  0.19887  -0.47208  -0.082
C  1.53924  -1.11887  -0.79392  -0.026
N  2.24165  -2.66290  -1.24201  -0.068
N  1.33986  -3.42874  -1.03508  -0.138
H  -0.63186  -3.56905  -0.16522  0.211
H  -1.82447  -1.16449  -0.18122  0.234
H  -0.68875  -1.08815  1.38854  0.236
H  -1.19078  1.05830  -1.02156  0.216
H  -1.23504  1.30914  0.66213  0.213
H  0.95254  2.14667  -0.67703  0.227
H  1.17516  1.48332  1.02012  0.227
H  2.78060  0.58238  -0.47184  0.200

Which structure is the least stable? The one labeled <2>.

<1>
DFT (ωB97M-V/def2-TZVPD) results for a cluster of 2 separate species, CH2FNO2 in total.

Properties
gap between HOMO and LUMO (spin up / spin down): 0.3270 / 0.3269 Eh

Each line ends with the natural charge from an NBO analysis.
Positions of all 7 atoms, in Å:
C  -0.42133  -0.49001  0.03421  0.175
N  0.83395  0.12263  -0.42215  0.451
O  0.75793  1.11674  -1.09590  -0.289
O  1.88203  -0.37751  -0.09109  -0.316
F  -1.16244  1.05812  1.36461  -0.505
H  -1.25850  -0.31207  -0.64052  0.236
H  -0.63165  -1.11790  0.85084  0.247

<2>
DFT (ωB97M-V/def2-TZVPD) results for a cluster of 2 separate species, CH2FNO2 in total.

Properties
gap between HOMO and LUMO (spin up / spin down): 0.3446 / 0.3118 Eh

Each line ends with the natural charge from an NBO analysis.
Positions of all 7 atoms, in Å:
C  -1.51984  -0.22728  0.00365  0.940
N  1.29678  0.06195  -0.06118  -0.453
O  -2.54581  0.27452  -0.09842  -0.501
O  0.33408  0.98853  0.15545  -0.390
F  -1.17897  -1.42923  0.07618  -0.275
H  1.78140  0.03460  0.77726  0.339
H  1.83236  0.29692  -0.85293  0.340

Which structure is the least stable? The one labeled <1>.

<1>
DFT (ωB97M-V/def2-TZVPD) results for a cluster of 2 separate species, C5H5NS2 in total.

Properties
gap between HOMO and LUMO (spin up / spin down): 0.2588 / 0.2587 Eh

Each line ends with the natural charge from an NBO analysis.
Positions of all 13 atoms, in Å:
C  2.13950  1.74186  -0.34059  -0.401
C  2.57213  -0.46708  0.51259  -0.111
C  1.02712  0.89304  -0.19333  -0.059
C  -0.35144  1.33812  -0.38096  -0.142
C  -1.80857  -0.07304  0.83256  -0.538
N  1.32341  -0.44416  0.24505  -0.392
S  -0.91207  2.62928  -1.08846  0.085
S  3.54216  0.97309  0.15261  0.437
H  2.15455  2.62603  -0.93244  0.260
H  3.03243  -1.40009  0.93089  0.224
H  -2.44713  -0.45479  0.01982  0.213
H  -2.08447  0.87623  1.33804  0.207
H  -0.91370  -0.55240  1.19796  0.217

<2>
DFT (ωB97M-V/def2-TZVPD) results for an isolated molecule of C5H5NS2.

Properties
gap between HOMO and LUMO: 0.3104 Eh

Each line ends with the natural charge from an NBO analysis.
Positions of all 13 atoms, in Å:
N  0.27843  -2.90706  -0.85006  -0.281
C  -0.19221  -1.85817  -0.67972  0.270
C  -0.76327  -0.54217  -0.47361  -0.416
C  -0.08109  0.55323  -1.32540  -0.044
S  -0.28369  1.02102  -2.84517  0.145
C  0.70877  1.03305  -0.14617  -0.510
C  -0.22928  0.24078  0.77123  -0.312
S  0.43814  -0.77652  2.10806  0.002
H  -1.86020  -0.57697  -0.57764  0.277
H  1.69799  0.58969  -0.15663  0.258
H  0.79798  2.15113  -0.01953  0.244
H  -1.05173  0.85966  1.16994  0.235
H  0.54016  0.21233  3.02470  0.133

Which structure is the least stable? The one labeled <1>.

<1>
DFT (ωB97M-V/def2-TZVPD) results for a cluster of 2 separate species, C2H4NO4 in total.

Properties
net charge: -1
gap between HOMO and LUMO: 0.1589 Eh

Each line ends with the natural charge from an NBO analysis.
Positions of all 11 atoms, in Å:
O  0.42270  1.11722  1.67296  -0.404
C  0.63465  0.92254  0.27486  0.018
N  0.24305  -0.49156  -0.13559  -0.518
C  -1.12845  -0.86656  0.08385  0.830
O  -2.05884  -0.08792  -0.25738  -0.707
O  -1.25251  -2.08009  0.52797  -0.672
H  0.16112  1.62743  -0.40350  0.236
H  0.84075  -0.97302  0.47266  0.366
H  1.70057  1.02900  0.07851  0.336
H  3.13602  1.25393  -2.20702  0.409
O  2.31651  1.07176  -1.83652  -0.894

<2>
DFT (ωB97M-V/def2-TZVPD) results for the ion C2H4NO4 with charge -1.

Properties
net charge: -1
gap between HOMO and LUMO: 0.2812 Eh

Each line ends with the natural charge from an NBO analysis.
Positions of all 11 atoms, in Å:
C  0.06753  0.26917  -1.61166  -0.277
O  0.76312  0.72486  -0.45306  -0.526
C  0.07940  0.09015  0.56658  0.731
O  0.48312  -1.23170  0.70216  -0.780
O  -1.22619  0.37804  0.54062  -0.609
N  -0.17005  0.75333  1.76208  0.072
O  -0.17073  -0.03733  2.75379  -0.631
H  0.42234  0.89934  -2.49164  0.155
H  -1.13308  0.24823  -1.55445  0.212
H  0.42833  -0.64567  -1.93505  0.161
H  0.45621  -1.44840  1.72063  0.492

Which structure is the least stable? The one labeled <1>.

<1>
DFT (ωB97M-V/def2-TZVPD) results for an isolated molecule of C5H11NS.

Properties
gap between HOMO and LUMO: 0.3503 Eh

Each line ends with the natural charge from an NBO analysis.
Positions of all 18 atoms, in Å:
C  1.72902  -0.57869  0.31187  -0.616
C  0.55770  0.17250  0.93268  -0.234
C  0.30462  1.59651  0.41794  -0.206
N  -0.75877  1.14523  -0.50594  -0.636
C  -0.85728  -0.12006  0.30710  -0.035
C  -1.00757  -1.42421  -0.57546  -0.543
S  -0.95013  -1.18206  -2.39421  -0.081
H  1.48435  -0.81821  -0.69753  0.221
H  2.58988  0.07153  0.36482  0.214
H  1.95945  -1.46732  0.78238  0.208
H  0.55093  0.17354  1.97889  0.203
H  -0.14552  2.27251  1.18634  0.170
H  1.10975  2.26285  -0.04245  0.186
H  -1.53765  1.79179  -0.41169  0.360
H  -1.64136  -0.11697  1.11774  0.191
H  -0.24907  -2.10975  -0.29029  0.214
H  -1.99971  -1.84643  -0.18857  0.212
H  -1.13861  0.17723  -2.29362  0.173

<2>
DFT (ωB97M-V/def2-TZVPD) results for a structure of composition C5H11NS.

Properties
gap between HOMO and LUMO: 0.3339 Eh

Each line ends with the natural charge from an NBO analysis.
Positions of all 18 atoms, in Å:
C  -1.81855  0.97024  -2.09968  -0.696
C  -1.23875  -0.32938  -1.77259  0.107
C  0.88147  -0.36177  1.11910  -0.354
C  1.84676  0.18893  2.23074  -0.620
C  -0.16829  -1.44080  1.63627  -0.635
H  -2.30286  1.53767  -1.19515  0.252
H  -0.84867  1.64480  -2.54980  0.216
H  -2.43986  1.02762  -2.93418  0.227
H  -1.58640  -1.18968  -2.42280  0.170
H  1.84692  -0.92668  0.66191  0.214
H  2.34540  -0.27545  2.94316  0.220
H  2.72103  0.68293  1.65381  0.206
H  1.53956  1.07098  3.06031  0.181
H  -0.52956  -2.32824  0.82386  0.243
H  0.40301  -2.12186  2.39199  0.220
H  -1.03768  -0.89973  2.11079  0.215
N  -0.43396  -0.60090  -0.87565  -0.563
S  0.36944  0.73878  -0.31859  0.397

Which structure is the least stable? The one labeled <2>.